C5H10OS | the ωB97M-V functional and the def2-TZVPD basis

Each line ends with the Löwdin charge.
Atoms and positions in Å:
C -1.984 0.389 -0.441  -0.229
H 0.832 -1.137 1.978  0.096
C -1.663 1.503 0.212  0.009
C -0.171 -0.924 1.523  -0.108
C -0.081 -1.066 0.011  -0.617
H -2.299 2.372 0.033  0.062
S 1.410 -0.227 -0.755  0.829
H -0.658 1.669 0.607  0.029
O -1.330 -0.795 -0.653  -0.125
H -0.893 -1.631 1.853  0.071
H -0.510 0.056 1.906  0.069
H 1.426 2.091 0.179  0.021
H 1.800 0.856 1.437  0.034
H 2.996 1.298 0.189  0.014
C 1.948 1.152 0.378  -0.389
H 0.107 -2.151 -0.246  0.118
H -3.022 0.249 -0.720  0.115

Its total energy is -18228.325 eV. The value obtained for the frontier orbital gap is 9.79 eV. For the molar mass, the calculation gives 118.20 u. Its HOMO energy is -8.91 eV. Its total charge is 0. As for the multiplicity: 1. The value obtained for the energy above the lowest of the compared OMol25 structures with the same formula, charge and spin is 36.3 kcal per mole.

C5H10OS | the ωB97M-V functional and the def2-TZVPD basis

Each line ends with the Löwdin charge.
Atoms and positions in Å:
H -0.091 1.692 -0.521  0.107
H 2.400 -0.230 -0.368  0.087
O -2.233 1.020 0.487  -0.116
C 0.568 -0.176 0.027  -0.523
C 1.645 -0.984 -0.641  -0.094
H 1.407 -1.111 -1.781  0.118
C -0.258 0.709 -0.861  -0.196
H -2.648 0.204 -1.279  0.123
H 1.558 0.927 1.498  0.096
C 0.805 0.154 1.446  -0.075
H 0.019 0.606 -1.844  0.084
C -1.728 0.325 -0.582  -0.648
H -0.152 0.552 1.858  0.103
S -1.326 -1.469 -0.044  0.669
H 1.157 -0.653 1.914  0.041
H 1.844 -2.013 -0.131  0.119
H -2.966 0.448 0.820  0.103

Its total energy is -18227.357 eV. The value obtained for the frontier orbital gap (spin up / spin down) is 8.64 / 8.64 eV. For the molar mass, the calculation gives 118.20 u. Its HOMO energy (spin up / spin down) is -8.37 / -8.37 eV. Its total charge is 0. As for the multiplicity: 1. The value obtained for the energy above the lowest of the compared OMol25 structures with the same formula, charge and spin is 58.6 kcal per mole.

C5H10OS2 | the ωB97M-V functional and the def2-TZVPD basis

Each line ends with the Löwdin spin population.
Atoms and positions in Å:
O 1.295 1.521 1.090  0.483
H 3.064 -0.829 1.669  0.022
S -0.679 1.357 -1.743  0.126
H -0.738 -1.551 -2.098  0.007
C -0.387 -1.405 -1.118  0.053
C 2.142 -1.060 1.069  0.059
H -2.454 2.732 -0.612  0.002
H 1.291 -1.224 1.737  0.006
S 1.722 0.470 0.100  0.680
H -2.080 -0.634 0.191  0.009
H 2.342 -1.889 0.417  0.002
H -0.853 2.949 0.179  0.002
C -1.031 -0.828 0.011  0.063
C -0.097 -0.022 -0.802  0.449
H 0.334 -2.191 -0.977  0.015
C -1.517 2.274 -0.326  0.012
H -1.777 1.438 0.287  0.000
H -0.577 -1.108 0.922  0.011

Its total energy is -29058.528 eV. The value obtained for the frontier orbital gap (spin up / spin down) is 5.60 / 6.70 eV. For the molar mass, the calculation gives 150.27 u. Its HOMO energy (spin up / spin down) is -4.78 / -8.87 eV. Its total charge is 0. As for the multiplicity: 3. The value obtained for the energy above the lowest of the compared OMol25 structures with the same formula, charge and spin is 12.7 kcal per mole.

C5H10OSi | the ωB97M-V functional and the def2-TZVPD basis

Each line ends with the Löwdin charge.
Atoms and positions in Å:
H 0.061 1.196 -1.394  0.094
H 4.421 -0.134 0.165  -0.057
H -0.655 -2.157 -1.390  0.096
Si 2.911 -0.307 -0.157  0.628
H 0.683 -2.109 -0.038  0.080
C -0.315 -1.725 -0.431  -0.103
O 1.916 0.030 0.910  -0.429
C -1.365 -1.229 0.586  -0.141
C -0.646 -0.284 -0.123  -0.378
H -1.460 1.685 1.310  0.071
H -2.438 -1.296 0.317  0.115
H -2.095 2.372 -0.335  0.107
C -0.458 0.973 -0.472  -0.135
H -1.187 -1.237 1.753  0.151
C -1.156 2.091 0.340  -0.079
H -0.635 3.016 0.362  0.037
H 2.418 -0.882 -1.401  -0.056

Its total energy is -15268.461 eV. The value obtained for the frontier orbital gap is 7.92 eV. For the molar mass, the calculation gives 114.22 u. Its HOMO energy is -8.30 eV. Its total charge is 0. As for the multiplicity: 1. The value obtained for the energy above the lowest of the compared OMol25 structures with the same formula, charge and spin is 69.4 kcal per mole.

C5H10OSi | the ωB97M-V functional and the def2-TZVPD basis

Each line ends with the Löwdin spin population.
Atoms and positions in Å:
H 0.247 -0.130 2.930  0.045
O -0.543 0.832 1.203  0.384
H 1.182 0.873 -1.904  0.023
H -0.132 -1.759 -1.053  0.029
C 0.483 -1.827 -0.109  0.124
C -2.290 0.561 -0.916  0.042
H -4.369 -0.520 -0.915  0.003
Si 0.606 -0.005 0.342  0.542
C 0.589 0.481 2.145  0.558
H -1.423 1.215 -1.115  0.022
C 1.719 0.932 -0.922  0.106
H 0.074 -2.501 0.602  0.000
H 1.574 -2.054 -0.286  0.024
H 1.046 1.376 2.490  0.044
C -3.319 -0.015 -0.915  0.032
H 2.716 0.606 -0.862  0.023
H 1.841 1.935 -0.714  0.000

Its total energy is -15263.259 eV. The value obtained for the frontier orbital gap (spin up / spin down) is 4.06 / 7.05 eV. For the molar mass, the calculation gives 114.22 u. Its HOMO energy (spin up / spin down) is -3.23 / -10.36 eV. Its total charge is 0. As for the multiplicity: 3. The value obtained for the energy above the lowest of the compared OMol25 structures with the same formula, charge and spin is 81.8 kcal per mole.

C5H10S | the ωB97M-V functional and the def2-TZVPD basis

Each line ends with the Löwdin charge.
Atoms and positions in Å:
H -0.390 1.129 -2.187  0.034
H 1.389 -1.731 1.410  0.142
C 0.006 1.645 -1.353  -0.099
H -1.414 -1.226 -0.983  0.055
C -0.550 1.810 -0.151  -0.123
H 1.731 -0.272 0.302  0.096
C 1.067 -0.577 1.193  -0.172
C -0.538 -1.536 -0.500  -0.116
H 0.290 -1.150 -1.200  0.093
H -0.106 2.304 0.822  0.118
S -1.524 -0.537 1.966  0.685
H -1.552 1.446 -0.199  0.027
H -0.273 -2.540 -0.440  0.058
H 1.049 2.049 -1.594  0.075
C -0.379 -0.783 0.819  -0.914
H 1.195 -0.032 2.095  0.040

Its total energy is -16179.759 eV. The value obtained for the frontier orbital gap is 8.37 eV. For the molar mass, the calculation gives 102.20 u. Its HOMO energy is -8.49 eV. Its total charge is 0. As for the multiplicity: 1. The value obtained for the energy above the lowest of the compared OMol25 structures with the same formula, charge and spin is 62.7 kcal per mole.

C5H10S | the ωB97M-V functional and the def2-TZVPD basis

Each line ends with the Löwdin charge.
Atoms and positions in Å:
S -2.325 0.040 2.725  0.723
C 1.073 -0.339 -0.707  -0.429
H 0.921 1.821 -0.421  0.067
C -2.313 0.166 1.073  -0.540
H 2.287 1.073 0.369  0.081
H -2.374 1.041 0.418  0.030
H 2.239 1.235 -1.383  0.060
H -0.082 -1.751 0.135  0.029
C 0.936 -0.939 -1.894  0.031
H -2.280 -0.801 0.641  -0.034
H 0.206 -1.799 -2.023  0.082
H 0.365 -0.451 1.269  0.045
C 0.170 -0.779 0.283  0.000
C 1.645 1.054 -0.517  -0.057
H -1.834 1.241 2.915  -0.144
H 1.364 -0.811 -2.883  0.055

Its total energy is -16177.701 eV. The value obtained for the frontier orbital gap (spin up / spin down) is 7.33 / 8.10 eV. For the molar mass, the calculation gives 102.20 u. Its HOMO energy (spin up / spin down) is -7.22 / -7.66 eV. Its total charge is 0. As for the multiplicity: 1. The value obtained for the energy above the lowest of the compared OMol25 structures with the same formula, charge and spin is 110.1 kcal per mole.

C5H10S | the ωB97M-V functional and the def2-TZVPD basis

Each line ends with the Löwdin charge.
Atoms and positions in Å:
C 1.566 -0.429 -0.407  -0.111
H -2.076 -0.818 1.246  -0.088
S -2.580 -0.554 -0.097  0.620
C -0.935 0.248 -0.669  -0.646
C 0.123 -0.889 -0.750  -0.305
H -0.104 -1.893 -1.199  0.143
H -1.417 0.713 -1.621  0.092
C -0.349 1.523 0.140  -0.173
H 0.394 1.331 1.134  0.103
C 0.644 -1.031 0.663  -0.213
H -1.173 2.456 0.509  0.143
H 1.825 0.691 -0.344  0.099
H 0.344 -0.365 1.552  0.089
H 2.373 -0.853 -0.838  0.045
H 0.556 1.904 -0.546  0.077
H 0.809 -2.033 1.227  0.124

Its total energy is -16178.447 eV. The value obtained for the frontier orbital gap is 9.95 eV. For the molar mass, the calculation gives 102.20 u. Its HOMO energy is -9.00 eV. Its total charge is 0. As for the multiplicity: 1. The value obtained for the energy above the lowest of the compared OMol25 structures with the same formula, charge and spin is 92.9 kcal per mole.